A structure of composition CH4N2O6S2. Source: the Open Molecules 2025 dataset; level of theory: the ωB97M-V functional and the def2-TZVPD basis.

Computed properties:
**Total charge**: -2
**Relative energy (zero: lowest compared OMol25 entry of this formula, charge and spin)**: 51.1 kcal/mol
**Calculated total energy**: -38034.6906 eV
**LUMO**: 0.2267 Eh

```
15
Properties=species:S:1:pos:R:3:forces:R:3
N -2.727 0.898 0.201 -1.9205 0.9797 -1.3881
O 1.350 1.400 1.145 0.0472 0.1484 2.3664
H -2.208 0.291 -0.402 1.6042 -1.1484 0.4502
H -1.536 0.987 1.868 -0.4159 -0.4716 -2.4152
C 0.137 0.424 -0.856 0.2028 -2.4159 -0.0337
S -0.263 -1.215 -0.232 -2.9984 -0.8305 3.3298
O 0.874 -2.172 -0.412 0.3668 -0.1183 -0.3371
O 2.274 1.850 -0.976 0.9871 -0.5348 -0.9076
N -2.392 1.307 1.279 0.3311 0.8779 3.4074
S 1.631 0.861 -0.138 -0.3229 0.2029 -0.5239
O 2.556 -0.453 0.021 -0.0477 1.1410 0.0053
O -1.458 -1.721 -0.957 0.9905 0.7243 -0.3431
O -0.579 -1.157 1.251 0.7224 0.3631 -2.1469
H 0.420 0.002 -1.817 0.1403 0.6190 -0.9545
H 1.921 -1.302 0.027 0.3130 0.4632 -0.5090
```
Forces are in eV/Å.



A cluster of 9 separate species, H17O9 in total. Source: the Open Molecules 2025 dataset; level of theory: the ωB97M-V functional and the def2-TZVPD basis.

Computed properties:
**Total charge**: -1
**Relative energy (zero: lowest compared OMol25 entry of this formula, charge and spin)**: 52.9 kcal/mol
**Calculated total energy**: -18704.2305 eV
**LUMO**: 0.0970 Eh

```
26
Properties=species:S:1:pos:R:3:forces:R:3
O 0.210 1.022 -3.548 0.6248 -0.4831 -0.9613
H -0.937 2.718 0.599 -1.7267 -0.1015 0.6647
H 1.067 0.953 0.485 2.0205 0.9445 -0.7100
H -2.983 -1.626 -0.558 0.6515 0.0107 -0.1754
O 0.671 -2.650 2.219 -0.3531 -0.0819 -0.2585
O -0.611 -3.141 -0.458 -0.0708 0.0369 -0.3112
H -0.169 2.109 -0.623 0.6350 -0.4878 -0.2187
H -0.142 -3.281 -1.289 0.2377 -0.2024 0.1948
O 2.920 -1.089 -1.117 -0.7402 -0.2634 -0.3016
H -0.078 -2.512 2.807 0.0883 0.0896 0.0719
H 0.258 -2.709 1.338 0.3433 -0.0503 0.1824
H 2.272 -0.510 -0.645 0.8846 0.3014 0.1632
H 2.518 0.296 1.257 -0.1215 0.0657 0.1021
O -1.736 3.240 1.004 1.4588 -0.1379 -0.1951
H -1.079 -2.322 -0.643 -0.0112 0.2291 0.2370
O -0.249 1.590 2.841 -0.1459 -0.1972 0.7294
H -1.130 1.967 2.728 0.0667 -0.3177 -0.1350
H -0.138 1.050 2.046 -0.0013 0.3882 -0.1939
O -0.153 1.383 0.013 -0.2841 -0.2865 -0.0546
H 2.427 -1.374 -1.893 0.1734 -0.0452 -0.0639
O 2.242 0.901 0.561 -2.0331 -0.3913 0.0734
H -1.280 3.512 1.809 -0.2653 0.5006 -0.0088
H -2.252 -1.187 -1.955 0.3502 -0.1724 0.6064
O -3.044 -1.206 -1.417 -1.1581 0.2833 -0.4888
H -0.746 1.042 -3.539 0.0040 0.4205 0.6796
H 0.620 1.481 -2.811 -0.6276 -0.0517 0.3719
```
Forces are in eV/Å.



A cluster of 3 separate species, C3H12NO2S in total. Source: the Open Molecules 2025 dataset; level of theory: the ωB97M-V functional and the def2-TZVPD basis.

Computed properties:
**Total charge**: -1
**Relative energy (zero: lowest compared OMol25 entry of this formula, charge and spin)**: 36.2 kcal/mol
**Calculated total energy**: -19726.2381 eV
**LUMO**: 0.0958 Eh

```
19
Properties=species:S:1:pos:R:3:forces:R:3
H 0.911 -0.438 -0.231 -0.1952 0.1202 0.8065
H 3.789 1.511 0.118 0.0019 -0.0263 0.4823
H 1.450 -6.854 1.607 -1.0301 0.3503 0.2488
H -3.661 0.939 0.317 0.9583 0.9470 -0.0467
H 2.224 1.911 -1.427 0.3051 -0.1363 -0.5858
H 2.293 0.154 -1.951 -0.2309 0.2705 -0.4643
C 2.264 0.862 -1.130 -0.3148 0.1117 1.9961
C -0.274 1.184 -0.977 0.0647 1.0677 0.8709
C 0.983 0.660 -0.257 0.5257 -0.8226 -1.5566
H -0.083 -6.547 1.405 0.4052 -0.0239 0.0290
S -1.385 2.296 0.023 0.0358 -0.4545 -0.0043
N 3.500 0.682 -0.359 0.3941 0.9326 -1.5037
H -0.782 0.317 -1.392 -0.3319 0.1815 -0.2794
O -3.866 0.021 0.470 -1.3497 -1.3695 -1.0018
H -4.303 -0.248 -0.374 0.5848 0.2850 1.0604
O 0.633 -6.542 2.054 0.6277 -0.3262 -0.2703
H 3.661 -0.164 0.125 -0.2501 -0.6134 0.5736
H 1.180 1.081 0.723 -0.2889 0.0777 0.1209
H 0.038 1.900 -1.740 0.0883 -0.5714 -0.4757
```
Forces are in eV/Å.



An isolated molecule of C5H8N2. Source: the Open Molecules 2025 dataset; level of theory: the ωB97M-V functional and the def2-TZVPD basis.

Computed properties:
**Relative energy (zero: lowest compared OMol25 entry of this formula, charge and spin)**: 27.3 kcal/mol
**SMILES**: C[C@H]1C=CC(N)=N1
**Calculated total energy**: -8293.8119 eV
**LUMO**: 0.0404 Eh

```
15
Properties=species:S:1:pos:R:3:forces:R:3
N -0.374 0.204 0.952 0.0216 0.8879 0.1778
H 2.538 -0.600 -0.611 -0.5306 -0.2103 -0.0591
H -1.293 -1.962 1.044 0.4198 -0.0857 -0.3159
C 1.536 -0.244 -0.366 -0.4609 -0.0109 -0.1886
H 1.499 1.756 -1.285 -0.0302 -0.3097 -0.0416
C 0.525 -0.882 0.586 -0.6345 -0.2692 0.0634
H -1.824 2.160 0.538 -0.0902 0.0397 -0.1470
H -1.361 -1.359 -0.589 0.6757 -0.0362 0.1048
H 1.038 -1.410 1.404 -0.2115 0.4441 0.0614
H -0.910 2.860 -0.706 0.0255 0.0970 0.0601
N -1.199 2.015 -0.242 0.2036 0.3396 0.2046
C -0.212 1.100 0.048 -0.0322 0.1035 0.4227
C 1.049 0.963 -0.694 0.0636 -0.2334 -0.0186
C -0.676 -1.820 0.142 0.5228 -0.4377 -0.1830
H -0.336 -2.782 -0.220 0.0573 -0.3185 -0.1410
```
Forces are in eV/Å.